{"formula": "C30H28F6N5O3RuS4", "method": "wB97M-V/def2-TZVPD", "homo_energy_ev": [-5.83, -6.08], "multiplicity": 2, "gap_ev": [4.20, 4.45], "lumo_ha": [-0.0600, -0.0600], "total_charge": 0, "species": ["Ru", "F", "C", "C", "F", "C", "F", "C", "S", "C", "F", "C", "F", "C", "C", "S", "C", "C", "S", "H", "H", "H", "H", "H", "H", "C", "C", "N", "C", "C", "C", "O", "O", "C", "O", "C", "C", "C", "F", "C", "C", "C", "N", "C", "C", "N", "C", "C", "H", "H", "H", "H", "H", "H", "H", "H", "H", "H", "H", "H", "H", "H", "H", "H", "H", "H", "S", "C", "N", "C", "C", "C", "N", "H", "H", "H", "H"], "xyz": [[2.1888, 0.0628, 1.6720], [1.3068, -6.2385, -1.6003], [1.2668, -4.9234, -1.3443], [0.9516, -4.4622, -0.0808], [0.6723, -5.3416, 0.8902], [0.8991, -3.1037, 0.1655], [0.5317, -2.7320, 1.3993], [1.1758, -2.1404, -0.8100], [1.0976, -0.4126, -0.5366], [1.4779, -2.6529, -2.0726], [1.7288, -1.8218, -3.0921], [1.5238, -4.0081, -2.3431], [1.8165, -4.4451, -3.5780], [4.9181, -1.2327, 5.2327], [4.2982, -0.9680, 3.8840], [2.7216, -0.2586, 3.8499], [4.9028, -1.2818, 2.7204], [6.2550, -1.9420, 2.6195], [4.0817, -0.9442, 1.2311], [4.3302, -0.7672, 6.0222], [5.9357, -0.8401, 5.2881], [4.9684, -2.3056, 5.4349], [6.9236, -1.6106, 3.4154], [6.7223, -1.7128, 1.6621], [6.1664, -3.0295, 2.6934], [-2.5264, 3.6719, -2.2594], [-3.0795, 3.5952, -0.8419], [-2.3356, 2.6605, -0.0019], [-1.2148, 3.1095, 0.6270], [-0.3768, 2.3403, 1.3576], [0.9327, 2.9320, 1.7893], [1.0880, 4.1663, 1.6872], [1.8420, 2.1336, 2.1367], [-0.7099, 0.9610, 1.5980], [-0.0502, 0.1692, 2.2701], [-1.8863, 0.4704, 0.8584], [-2.1315, -0.8967, 0.8791], [-3.0850, -1.4254, 0.0620], [-3.3433, -2.7557, 0.1019], [-3.7741, -0.6335, -0.8573], [-3.5642, 0.7335, -0.8508], [-2.6305, 1.3080, 0.0223], [-4.6136, -1.1998, -1.8563], [-4.3410, -2.5369, -2.3590], [-4.9855, -2.6400, -3.7604], [-5.2533, -1.2388, -4.2293], [-6.3547, -0.6131, -3.4185], [-6.0168, -0.8622, -1.9299], [-3.1250, 4.3529, -2.8663], [-2.5172, 2.6901, -2.7354], [-1.4993, 4.0362, -2.2435], [-4.1313, 3.3085, -0.8347], [-3.0224, 4.5718, -0.3637], [-0.9695, 4.1551, 0.4851], [-1.5250, -1.5208, 1.5251], [-4.0672, 1.3327, -1.5991], [-4.7426, -3.3339, -1.7290], [-3.2631, -2.6738, -2.4222], [-5.9460, -3.1509, -3.7431], [-4.3359, -3.1305, -4.4806], [-5.4562, -1.2002, -5.2260], [-4.4040, -0.6991, -4.0366], [-7.2905, -1.0753, -3.7254], [-6.3753, 0.4455, -3.6696], [-6.6495, -1.6637, -1.5290], [-6.2143, 0.0353, -1.3499], [3.3350, 2.0451, -0.5962], [4.3710, 2.8329, 0.4579], [3.8775, 3.8183, 1.2821], [4.5928, 4.3768, 2.2647], [5.9038, 4.0534, 2.4200], [6.4084, 3.1205, 1.4950], [5.7019, 2.5406, 0.5615], [2.8648, 4.0051, 1.2783], [4.0555, 5.0714, 2.8965], [6.5145, 4.4808, 3.1994], [7.4578, 2.8386, 1.5366]], "lowdin_spin": [1.09, 0.00, 0.00, 0.00, 0.00, 0.00, 0.00, 0.00, 0.02, 0.00, 0.00, 0.00, 0.00, 0.00, -0.04, -0.03, 0.00, 0.00, -0.13, 0.00, 0.00, 0.00, 0.00, 0.00, 0.00, 0.00, 0.00, 0.00, 0.00, 0.00, 0.00, 0.00, 0.02, 0.00, 0.00, 0.00, 0.00, 0.00, 0.00, 0.00, 0.00, 0.00, 0.00, 0.00, 0.00, 0.00, 0.00, 0.00, 0.00, 0.00, 0.00, 0.00, 0.00, 0.00, 0.00, 0.00, 0.00, 0.00, 0.00, 0.00, 0.00, 0.00, 0.00, 0.00, 0.00, 0.00, 0.01, 0.01, 0.01, 0.00, 0.01, 0.00, 0.01, 0.00, 0.00, 0.00, 0.00]}

{"formula": "C30H28FN2O4PdS6", "method": "wB97M-V/def2-TZVPD", "homo_energy_ev": -4.60, "gap_ev": 6.49, "lumo_ha": 0.0692, "total_charge": -1, "species": ["Pd", "C", "C", "C", "C", "C", "C", "C", "F", "C", "C", "C", "O", "C", "C", "N", "C", "C", "O", "O", "H", "H", "H", "H", "H", "H", "H", "H", "H", "H", "H", "C", "S", "C", "C", "S", "S", "C", "S", "S", "H", "H", "H", "C", "C", "C", "C", "C", "C", "C", "C", "N", "H", "H", "H", "H", "H", "H", "O", "S", "C", "C", "C", "C", "H", "H", "H", "H", "H", "H", "H", "H"], "xyz": [[-0.6431, 0.4438, -0.0773], [6.2503, 3.7471, -1.5519], [5.8726, 3.6449, -0.0782], [7.0157, 3.1776, 0.8131], [7.4073, 1.7436, 0.4830], [6.1964, 0.8464, 0.5036], [6.3205, -0.5044, 0.7362], [5.1870, -1.3106, 0.7539], [5.3497, -2.6375, 0.9867], [3.9361, -0.8063, 0.5536], [3.7785, 0.5666, 0.3198], [2.4122, 1.0996, 0.1033], [1.4949, 0.2487, 0.1264], [2.3177, 2.5170, -0.0804], [3.4837, 3.2281, -0.0792], [4.7298, 2.7400, 0.0868], [4.9100, 1.3866, 0.2967], [1.0530, 3.4189, -0.3031], [1.2947, 4.6337, -0.2351], [-0.0212, 2.8567, -0.5528], [7.1073, 4.4084, -1.6794], [5.4157, 4.1477, -2.1252], [6.4996, 2.7695, -1.9629], [5.5293, 4.6225, 0.2684], [6.6942, 3.2389, 1.8559], [7.8653, 3.8506, 0.6879], [8.1462, 1.3738, 1.1961], [7.8791, 1.7051, -0.5029], [7.2917, -0.9488, 0.9108], [3.0618, -1.4406, 0.5738], [3.3876, 4.2990, -0.2157], [-5.9875, 1.9510, 1.0850], [-5.4865, 0.4638, 1.9850], [-4.9915, -0.5744, 0.6612], [-3.9453, -0.3560, -0.1703], [-2.9100, 1.0296, -0.2012], [-3.7419, -1.6045, -1.3904], [-4.9855, -2.6873, -0.8826], [-5.2599, -4.1604, -1.5662], [-5.9129, -2.0426, 0.4166], [-6.3073, 2.6704, 1.8360], [-6.8136, 1.7267, 0.4154], [-5.1374, 2.3483, 0.5360], [-0.6979, 0.5073, 1.9250], [-0.8696, -0.9036, 2.3146], [0.2425, -1.7342, 2.4909], [0.0941, -3.0826, 2.7466], [-1.1804, -3.6439, 2.8274], [-2.3024, -2.8198, 2.6958], [-2.1418, -1.4690, 2.4642], [-1.3301, -5.0548, 3.0542], [-1.4501, -6.1844, 3.2335], [0.2778, 0.9096, 2.2000], [-1.5075, 1.1690, 2.2260], [1.2334, -1.3055, 2.3942], [0.9618, -3.7183, 2.8730], [-3.2927, -3.2488, 2.7735], [-3.0045, -0.8269, 2.3631], [-0.6257, -1.5958, -2.2574], [-0.5788, -2.3338, -0.9527], [-1.2650, -4.0159, -1.2557], [-0.1536, -5.0389, -1.0535], [1.1272, -4.3554, -1.5258], [1.1233, -3.0031, -0.8317], [-1.6007, -3.9710, -2.2932], [-2.1327, -4.1647, -0.6160], [-0.3640, -5.9614, -1.5948], [-0.0675, -5.2957, 0.0049], [1.0976, -4.2111, -2.6083], [2.0219, -4.9320, -1.2858], [1.7574, -2.2422, -1.2886], [1.3642, -3.0964, 0.2258]], "lowdin_charge": [0.60, -0.03, -0.31, -0.14, -0.14, -0.13, 0.04, -0.25, 0.05, 0.07, -0.03, -0.26, -0.10, 0.00, 0.02, 0.00, -0.08, -0.67, -0.04, -0.06, 0.08, 0.09, 0.08, 0.15, 0.13, 0.12, 0.12, 0.12, 0.13, 0.10, 0.14, -0.40, 0.79, -1.04, -1.09, 0.63, 0.91, -1.51, 0.49, 0.89, 0.03, 0.04, -0.01, -0.19, -0.29, -0.06, -0.05, -0.25, -0.01, -0.03, -0.20, 0.14, 0.07, 0.05, 0.11, 0.12, 0.12, 0.07, -0.57, 0.83, -0.32, -0.23, -0.23, -0.32, 0.09, 0.06, 0.11, 0.10, 0.11, 0.11, 0.09, 0.07]}

{"formula": "C30H28FN5O6Ti", "method": "wB97M-V/def2-TZVPD", "homo_energy_ev": -11.89, "gap_ev": 5.83, "lumo_ha": -0.2228, "total_charge": 2, "species": ["Ti", "O", "C", "C", "C", "C", "C", "C", "C", "O", "N", "N", "C", "C", "C", "C", "C", "C", "C", "O", "H", "H", "H", "H", "H", "H", "H", "H", "H", "H", "C", "C", "N", "C", "C", "C", "O", "O", "C", "O", "C", "C", "C", "F", "C", "C", "C", "N", "C", "C", "N", "C", "C", "H", "H", "H", "H", "H", "H", "H", "H", "H", "H", "H", "H", "H", "H", "H", "H", "H", "H"], "xyz": [[-2.0896, -0.9852, -1.9735], [-6.3232, -1.5969, -0.9474], [-6.7125, -1.2709, -2.1954], [-8.0840, -1.0808, -2.3776], [-8.5877, -0.7532, -3.6149], [-7.7399, -0.6055, -4.7165], [-6.3918, -0.7856, -4.5482], [-5.8451, -1.1174, -3.2920], [-4.4018, -1.2601, -3.2006], [-3.8700, -1.6225, -2.0033], [-3.6305, -1.0555, -4.2337], [-2.3119, -1.2870, -3.8733], [-1.4200, -1.7416, -4.6948], [-0.1873, -2.2955, -4.2219], [0.8541, -2.5635, -5.1291], [1.9733, -3.2469, -4.7217], [2.0515, -3.7210, -3.4089], [1.0359, -3.5041, -2.4995], [-0.0838, -2.7687, -2.8856], [-1.0908, -2.5638, -2.0331], [-5.3692, -1.7595, -0.9455], [-8.7299, -1.2049, -1.5198], [-9.6542, -0.6125, -3.7311], [-8.1410, -0.3522, -5.6870], [-5.7207, -0.6712, -5.3873], [-1.6778, -1.7726, -5.7511], [0.7618, -2.2242, -6.1530], [2.7772, -3.4415, -5.4167], [2.9211, -4.2878, -3.1023], [1.0808, -3.9018, -1.4952], [0.3555, 4.3038, 3.1512], [-0.3613, 2.9900, 3.4022], [-0.3159, 2.0957, 2.2239], [-1.3684, 2.0576, 1.4099], [-1.4344, 1.3074, 0.2554], [-2.6861, 1.4458, -0.5687], [-3.6361, 2.0575, -0.1698], [-2.6089, 0.8438, -1.7503], [-0.3419, 0.4948, -0.1019], [-0.3300, -0.2788, -1.1203], [0.8113, 0.5397, 0.7727], [1.9441, -0.2289, 0.4671], [3.0357, -0.1690, 1.2781], [4.1357, -0.8651, 0.9436], [3.0671, 0.6213, 2.4446], [1.9488, 1.3708, 2.7482], [0.8170, 1.3504, 1.9178], [4.1898, 0.6829, 3.3049], [5.0531, -0.4772, 3.4505], [5.7707, -0.3982, 4.7843], [6.5685, 0.8815, 4.8319], [5.6963, 2.0897, 4.6033], [4.9522, 1.9220, 3.2915], [0.2971, 4.9257, 4.0438], [-0.1111, 4.8485, 2.3312], [1.4075, 4.1593, 2.9050], [-1.4152, 3.1586, 3.6119], [0.0369, 2.4431, 4.2555], [-2.2238, 2.6664, 1.6774], [1.9548, -0.8430, -0.4233], [1.9531, 1.9568, 3.6546], [5.7917, -0.5608, 2.6415], [4.4611, -1.3907, 3.4394], [6.4671, -1.2227, 4.9241], [5.0720, -0.3561, 5.6179], [7.2953, 0.8495, 4.1115], [7.0531, 0.9614, 5.7277], [6.3402, 2.9669, 4.6038], [5.0104, 2.1319, 5.4476], [5.6678, 1.9474, 2.4538], [4.2863, 2.7738, 3.1666]], "lowdin_charge": [1.37, 0.09, -0.24, 0.00, -0.04, -0.07, -0.02, -0.08, -0.33, -0.14, 0.14, -0.10, 0.03, -0.13, -0.01, -0.06, -0.04, 0.01, -0.29, -0.15, 0.08, 0.13, 0.12, 0.11, 0.11, 0.16, 0.13, 0.12, 0.12, 0.13, -0.05, -0.16, 0.00, 0.07, -0.01, -0.52, 0.15, -0.11, -0.24, -0.08, -0.04, 0.11, -0.18, 0.09, -0.14, 0.07, -0.10, -0.09, -0.14, -0.07, 0.07, -0.08, -0.13, 0.09, 0.09, 0.07, 0.13, 0.12, 0.16, 0.14, 0.12, 0.14, 0.15, 0.14, 0.14, 0.19, 0.19, 0.14, 0.14, 0.15, 0.14]}